Molecular formula: C4H5NOS
Method: DFT, ωB97M-V/def2-TZVPD

Properties
spin multiplicity	3
gap between HOMO and LUMO (alpha / beta)	6.52 / 6.94	eV
charge	0
E	-18594.28434	eV
relative energy (zero: lowest compared OMol25 entry of this formula, charge and spin)	103.2	kcal/mol

Positions of all 12 atoms, in Å:
C 2.11780 0.94573 0.16543
C 1.19443 2.02691 -0.01458
C -0.42664 -0.07210 -0.20159
C -1.32080 -1.14704 0.11141
N 1.71851 -0.29615 0.34853
O 2.14632 -1.42067 0.62566
S -0.47822 1.54347 -0.23470
H 3.20301 1.01987 0.49680
H 1.14000 3.12190 0.00347
H -1.07951 -1.45163 1.08352
H -2.38391 -0.78662 0.09089
H -1.02496 -2.04917 -0.60721

Molecular formula: C4H5NOS2
Method: DFT, ωB97M-V/def2-TZVPD

Properties
SMILES	OC(=S)[C@@H]1N[C@@H]1C=S
gap between HOMO and LUMO	8.28	eV
charge	0
E	-29434.24151	eV
relative energy (zero: lowest compared OMol25 entry of this formula, charge and spin)	65.8	kcal/mol

Positions of all 13 atoms, in Å:
O 0.09162 1.96326 0.83746
C -0.52491 1.54057 -0.30812
S -0.37434 2.19300 -1.79023
C -0.97853 0.10700 -0.11945
N -0.58124 -0.78377 1.08785
C -0.15734 -1.13661 -0.25990
C 1.29674 -0.97439 -0.57104
S 2.45083 -0.46565 0.45161
H -0.10924 1.47196 1.61969
H -2.05185 -0.08714 -0.42615
H 0.12457 -0.32142 1.67167
H -0.69907 -1.92633 -0.73027
H 1.51277 -1.58048 -1.46312

Molecular formula: C4H5NOS2
Method: DFT, ωB97M-V/def2-TZVPD

Properties
SMILES	C=CC(=S)S/C=N\O
gap between HOMO and LUMO	7.97	eV
charge	0
E	-29432.38526	eV
relative energy (zero: lowest compared OMol25 entry of this formula, charge and spin)	108.6	kcal/mol

Positions of all 13 atoms, in Å:
C 2.36291 -1.21919 0.32403
C 1.22634 -0.67723 -0.13742
C 0.61796 0.72054 0.21523
S 1.43082 2.02151 0.82583
S -1.15849 0.62289 0.10995
C -1.57416 -1.02147 0.33049
N -1.60740 -1.90090 -0.60522
O -1.56073 -1.26559 -1.86467
H 2.99764 -0.57007 0.84827
H 2.99284 -2.05378 -0.03296
H 0.60210 -1.36293 -0.89466
H -1.69879 -1.44997 1.37944
H -1.31164 -0.25850 -1.51260

Molecular formula: C4H5NOS2
Method: DFT, ωB97M-V/def2-TZVPD

Properties
SMILES	CSC(=S)OCC#N
gap between HOMO and LUMO	9.29	eV
charge	0
E	-29435.87352	eV
relative energy (zero: lowest compared OMol25 entry of this formula, charge and spin)	28.1	kcal/mol

Positions of all 13 atoms, in Å:
C -2.08350 1.38894 0.27115
S -0.42166 0.87101 -0.16676
C -0.51353 -0.86636 0.05959
S -1.81669 -1.70397 0.56397
O 0.62041 -1.53945 -0.21079
C 1.79513 -0.87592 -0.67355
C 2.53408 -0.22079 0.41157
N 3.13225 0.30721 1.25959
H -2.32236 1.14186 1.29837
H -2.82307 0.90929 -0.40505
H -2.08908 2.45721 0.12522
H 1.58506 -0.18157 -1.46461
H 2.40296 -1.68746 -1.06869

Molecular formula: C4H5NOS3
Method: DFT, ωB97M-V/def2-TZVPD

Properties
gap between HOMO and LUMO (alpha / beta)	6.55 / 6.65	eV
charge	0
E	-40267.42883	eV
relative energy (zero: lowest compared OMol25 entry of this formula, charge and spin)	77.5	kcal/mol

Positions of all 14 atoms, in Å:
C -1.59894 1.17118 0.97577
C -0.96230 0.05321 0.90246
C -1.12185 2.14028 0.20780
C 0.13590 0.09173 0.11585
N 1.01382 -1.81625 -1.57622
O 0.80768 -2.33097 0.80095
S 3.39578 1.28703 0.06300
S 0.30983 1.64267 -0.60289
S 1.31917 -1.26293 -0.08256
H -2.56843 1.24054 1.49799
H -1.42810 -0.82802 1.31772
H -1.53429 3.18701 0.16583
H 0.36095 -2.64171 -1.59693
H 1.87077 -1.93377 -2.18876

Molecular formula: C4H5NS
Method: DFT, ωB97M-V/def2-TZVPD

Properties
SMILES	Sc1cc[nH]c1
gap between HOMO and LUMO	9.11	eV
charge	0
E	-16553.69455	eV
relative energy (zero: lowest compared OMol25 entry of this formula, charge and spin)	8.5	kcal/mol

Positions of all 11 atoms, in Å:
S -2.64215 0.12593 -0.19732
C -0.84658 0.07662 0.01749
C 0.03769 1.20270 0.04290
C 1.27522 0.74227 -0.14393
N 1.25311 -0.60406 -0.16199
C -0.04719 -1.05343 0.00284
H -2.79876 -0.76417 0.80767
H -0.21464 2.23243 0.11293
H 2.26972 1.34152 -0.17599
H 2.08019 -1.20359 -0.27146
H -0.36662 -2.09621 -0.03314

Molecular formula: C4H5NS
Method: DFT, ωB97M-V/def2-TZVPD

Properties
gap between HOMO and LUMO (alpha / beta)	7.61 / 7.55	eV
charge	0
E	-16546.39088	eV
relative energy (zero: lowest compared OMol25 entry of this formula, charge and spin)	177.0	kcal/mol

Positions of all 11 atoms, in Å:
C 1.04739 -1.37645 0.69248
C -0.16008 -0.55667 0.89048
C -0.57479 -1.81458 0.22877
C 0.10728 1.16187 -0.79720
N 0.47214 -2.57392 0.71060
S 0.90366 2.52855 -0.30250
H -0.45751 -0.10702 1.83168
H -0.86974 -1.95493 -0.76795
H -0.92718 1.24675 -1.23524
H 0.66986 0.25432 -1.34349
H -0.21103 3.19208 0.09239

Molecular formula: C4H5NS
Method: DFT, ωB97M-V/def2-TZVPD

Properties
SMILES	N=C=S.C#CC
gap between HOMO and LUMO	9.99	eV
charge	0
E	-16551.46252	eV
relative energy (zero: lowest compared OMol25 entry of this formula, charge and spin)	60.0	kcal/mol

Positions of all 11 atoms, in Å:
N 1.67762 -0.94106 -1.06396
C 2.19970 0.03362 -0.56605
S 2.80284 1.49593 -0.36067
H 1.54064 -1.83520 -0.78858
C -0.06795 -0.01643 1.67728
C -0.92389 0.07623 0.84384
C -1.68699 0.22201 -0.39739
H 0.35000 0.04490 2.60678
H -1.07802 0.12483 -1.26626
H -2.59982 -0.46934 -0.36727
H -2.21412 1.26452 -0.31773

Molecular formula: C4H5NS
Method: DFT, ωB97M-V/def2-TZVPD

Properties
SMILES	C=CSCC#N
gap between HOMO and LUMO	9.86	eV
charge	0
E	-16552.63132	eV
relative energy (zero: lowest compared OMol25 entry of this formula, charge and spin)	33.1	kcal/mol

Positions of all 11 atoms, in Å:
C -2.17951 1.11502 -0.09412
C -1.18662 0.48298 0.35957
S -0.59831 -1.09904 -0.18658
C 1.13297 -0.89246 0.28210
C 1.78283 0.36777 -0.05179
N 2.18447 1.43596 -0.24617
H -2.54724 2.04804 0.50562
H -2.78679 0.79951 -1.00257
H -0.71956 0.95876 1.20889
H 1.66581 -1.59729 -0.31935
H 1.37145 -1.11606 1.34127

Molecular formula: C4H5NS
Method: DFT, ωB97M-V/def2-TZVPD

Properties
SMILES	C=C=CC#N.S
gap between HOMO and LUMO	10.26	eV
charge	0
E	-16552.03493	eV
relative energy (zero: lowest compared OMol25 entry of this formula, charge and spin)	46.8	kcal/mol

Positions of all 11 atoms, in Å:
C -1.67110 1.15414 -0.06641
C -1.37165 -0.05226 0.27478
C -1.04189 -1.27616 0.59402
C 0.03401 -1.91212 -0.05703
N 0.92588 -2.39762 -0.58949
H -1.22077 2.00672 0.41508
H -2.39452 1.36005 -0.83872
H -1.55006 -1.84143 1.36452
S 3.11352 1.14162 0.11083
H 2.65815 -0.01641 -0.35102
H 2.51843 1.83346 -0.85657